{"formula": "C20H23Cl2N2O8PdS2", "method": "the ωB97M-V functional and the def2-TZVPD basis", "multiplicity": 5, "energy_ha": -3331.60594, "homo_lumo_gap_ev": [9.23, 4.81], "charge": 1, "s2": 6.02, "homo_ha": [-0.42876, -0.42872], "e_lumo_ha": [-0.08949, -0.25202], "species": ["Pd", "C", "C", "C", "C", "C", "C", "C", "S", "O", "O", "N", "C", "C", "O", "O", "H", "H", "H", "H", "H", "H", "H", "H", "H", "Cl", "C", "Cl", "H", "H", "C", "C", "C", "C", "C", "C", "C", "S", "O", "O", "N", "C", "C", "C", "O", "O", "H", "H", "H", "H", "H", "H", "H", "H", "H", "H", "H", "H"], "coordinates": [[-0.3879, 0.7053, 2.6673], [1.3525, -5.1334, 6.8595], [0.9705, -4.3845, 5.6178], [0.0715, -3.3197, 5.6717], [-0.2820, -2.6255, 4.5293], [0.2760, -3.0149, 3.3155], [1.1627, -4.0859, 3.2258], [1.5007, -4.7605, 4.3815], [-0.0575, -2.0869, 1.8893], [0.1300, -2.8673, 0.7175], [-1.3052, -1.3328, 2.0779], [0.9666, -0.7877, 1.8936], [2.2490, -0.8209, 2.3662], [2.0725, -0.4998, 4.2137], [2.9336, -1.0824, 4.7772], [1.1222, 0.2637, 4.3436], [1.0022, -4.6255, 7.7554], [2.4344, -5.2473, 6.9248], [0.9192, -6.1351, 6.8455], [-0.3582, -3.0320, 6.6225], [-0.9861, -1.8045, 4.5748], [1.5593, -4.3873, 2.2652], [2.1857, -5.5972, 4.3285], [2.8270, 0.0807, 2.1773], [2.8009, -1.7492, 2.2395], [-0.0766, 3.1206, 3.6587], [1.3054, 3.4797, 2.6027], [1.2535, 2.4192, 1.1737], [2.2199, 3.2814, 3.1481], [1.2272, 4.5093, 2.2748], [-2.8467, 5.8080, -2.8202], [-3.1805, 5.4109, -1.4110], [-4.4683, 5.6036, -0.9052], [-4.7761, 5.2760, 0.4005], [-3.7911, 4.7394, 1.2223], [-2.5116, 4.5325, 0.7403], [-2.2135, 4.8680, -0.5717], [-4.1956, 4.3451, 2.8967], [-4.7945, 5.4796, 3.5240], [-3.0427, 3.6976, 3.4663], [-5.3726, 3.2188, 2.8061], [-5.1420, 1.9210, 2.1936], [-4.3505, 0.9735, 3.0958], [-2.8696, 1.0112, 2.9428], [-2.1251, 0.6298, 3.9147], [-2.2870, 1.3131, 1.8634], [-3.7087, 5.6982, -3.4766], [-2.0313, 5.2071, -3.2209], [-2.5362, 6.8542, -2.8555], [-5.2354, 6.0217, -1.5450], [-5.7748, 5.4496, 0.7825], [-1.7684, 4.0941, 1.3915], [-1.2127, 4.7022, -0.9532], [-6.3003, 3.6130, 2.8004], [-4.6698, 2.0109, 1.2108], [-6.1225, 1.4736, 2.0404], [-4.6329, -0.0565, 2.8553], [-4.5795, 1.1378, 4.1484]], "mulliken_charge": [0.5573, -1.5014, 0.9607, -0.8451, -0.5193, 0.2550, -0.6174, -0.6706, 1.6573, -0.6567, -0.6008, -0.4368, -0.6751, 0.8742, -0.4421, -0.4829, 0.3672, 0.3708, 0.3473, 0.3719, 0.5210, 0.5434, 0.4348, 0.3638, 0.3559, 0.0271, -0.3658, -0.0755, 0.3663, 0.3989, -1.4702, 0.8211, -0.7581, -0.7422, 0.3519, 0.0298, -0.7923, 1.0403, -0.6944, -0.4926, -0.2579, -0.7730, -0.7775, 1.5401, -0.6236, -0.7371, 0.3796, 0.3726, 0.3041, 0.4027, 0.3883, 0.3749, 0.3762, 0.2779, 0.3622, 0.4745, 0.3762, 0.3627]}

***

{"formula": "C28H24N2O2PRbS2", "method": "the ωB97M-V functional and the def2-TZVPD basis", "multiplicity": 1, "energy_ha": -2503.36822, "homo_lumo_gap_ev": 6.28, "charge": -2, "homo_ha": -0.08329, "e_lumo_ha": 0.14760, "species": ["Rb", "O", "C", "C", "C", "C", "C", "C", "C", "N", "C", "C", "N", "C", "C", "C", "C", "C", "C", "C", "O", "H", "H", "H", "H", "H", "H", "H", "H", "H", "H", "H", "H", "H", "H", "S", "P", "S", "C", "C", "C", "C", "C", "C", "C", "C", "C", "C", "C", "C", "H", "H", "H", "H", "H", "H", "H", "H", "H", "H"], "coordinates": [[-1.0435, 1.3143, -0.9272], [-0.2653, -0.7759, -2.5257], [0.5883, -1.6853, -2.6931], [0.4667, -2.6175, -3.7881], [1.4009, -3.5809, -4.0587], [2.5448, -3.7319, -3.2556], [2.6831, -2.8865, -2.1767], [1.7540, -1.8847, -1.8572], [2.0485, -1.1121, -0.6622], [1.3714, -0.1692, -0.1410], [1.8347, 0.3574, 1.1207], [0.8567, -0.0007, 2.2316], [-0.4289, 0.6391, 2.0550], [-1.0298, 0.9980, 3.1170], [-2.3449, 1.6024, 3.2685], [-2.7224, 1.8998, 4.5854], [-3.9391, 2.4542, 4.9180], [-4.8377, 2.7281, 3.8721], [-4.5176, 2.4551, 2.5695], [-3.2564, 1.8776, 2.1711], [-3.0060, 1.6411, 0.9596], [-0.4083, -2.4945, -4.4164], [1.2604, -4.2374, -4.9129], [3.2892, -4.4872, -3.4743], [3.5543, -2.9883, -1.5337], [2.9788, -1.4354, -0.1582], [1.9041, 1.4485, 1.0504], [2.8326, -0.0302, 1.3897], [1.3071, 0.2438, 3.2089], [0.7146, -1.0880, 2.1975], [-0.5205, 0.8398, 4.0872], [-2.0105, 1.6763, 5.3771], [-4.1921, 2.6714, 5.9483], [-5.8044, 3.1667, 4.1039], [-5.2129, 2.6704, 1.7661], [2.4994, 6.2174, -4.1831], [2.3492, 4.5739, -3.0776], [0.7211, 4.2666, -1.9809], [2.7317, 3.1036, -4.1212], [3.5332, 3.2580, -5.2502], [3.9080, 2.1545, -6.0014], [3.4849, 0.8837, -5.6316], [2.6810, 0.7215, -4.5129], [2.3042, 1.8290, -3.7629], [3.7984, 4.4781, -1.9335], [3.8300, 3.4953, -0.9467], [4.9237, 3.3799, -0.1026], [5.9983, 4.2524, -0.2298], [5.9697, 5.2374, -1.2064], [4.8761, 5.3459, -2.0572], [3.8396, 4.2569, -5.5355], [4.5279, 2.2866, -6.8815], [3.7749, 0.0187, -6.2171], [2.3423, -0.2651, -4.2260], [1.6641, 1.7014, -2.8981], [2.9807, 2.8311, -0.8365], [4.9355, 2.6101, 0.6602], [6.8505, 4.1653, 0.4348], [6.8022, 5.9249, -1.3077], [4.8352, 6.1104, -2.8238]], "mulliken_charge": [0.9871, -0.6747, 0.1948, -0.5703, -0.2933, -0.6893, -0.5066, 0.9276, -0.7734, 0.3209, -0.7217, -0.9126, 0.1186, -0.3566, 0.7857, -0.4501, -0.6261, -0.2142, -0.6950, 0.0155, -0.7043, 0.3514, 0.3278, 0.3683, 0.2551, 0.0174, 0.1521, 0.4202, 0.4953, 0.1521, 0.0498, 0.2321, 0.3583, 0.3224, 0.3552, -0.5908, 0.5820, -0.5447, 0.2560, -0.4854, -0.5064, -0.6448, -0.1536, -0.0850, 0.2197, 0.0330, -0.4870, -0.4157, -0.5256, -0.2998, 0.2682, 0.3512, 0.3729, 0.1907, 0.1908, -0.0967, 0.3971, 0.3466, 0.3432, 0.2651]}

***

{"formula": "C38H45N9", "method": "the ωB97M-V functional and the def2-TZVPD basis", "multiplicity": 1, "energy_ha": -1967.57820, "homo_lumo_gap_ev": 8.09, "charge": 0, "homo_ha": -0.28599, "smiles": "c1cc[nH]c1.c1cc[nH]c1.c1cc[nH]c1.c1cc[nH]c1.c1cc[nH]c1.c1cc[nH]c1.c1cc[nH]c1.c1ccncc1.c1ccncc1", "e_lumo_ha": 0.01148, "species": ["C", "C", "C", "N", "C", "H", "H", "H", "H", "H", "C", "C", "C", "N", "C", "H", "H", "H", "H", "H", "C", "C", "C", "N", "C", "H", "H", "H", "H", "H", "C", "C", "C", "N", "C", "H", "H", "H", "H", "H", "C", "C", "C", "N", "C", "H", "H", "H", "H", "H", "C", "C", "C", "N", "C", "H", "H", "H", "H", "H", "C", "C", "C", "N", "C", "H", "H", "H", "H", "H", "C", "C", "C", "N", "C", "C", "H", "H", "H", "H", "H", "C", "C", "C", "N", "C", "C", "H", "H", "H", "H", "H"], "coordinates": [[-0.0791, -9.1797, 0.9072], [-0.8518, -10.2258, 0.3256], [-1.2195, -9.8493, -0.9062], [-0.9121, -8.5436, -1.0618], [-0.1203, -8.0546, 0.0469], [0.4410, -9.3648, 1.8354], [-0.8666, -11.2692, 0.6039], [-1.7413, -10.3515, -1.7073], [-1.1269, -8.0060, -1.8894], [0.2698, -7.0564, -0.0864], [-0.7056, 8.8266, -2.9948], [-1.1840, 7.8882, -2.1014], [-0.0694, 7.5627, -1.3220], [1.0674, 8.2456, -1.7573], [0.6963, 9.0106, -2.8474], [-1.1786, 9.3990, -3.7791], [-2.1979, 7.5235, -2.0281], [-0.1241, 6.8474, -0.5147], [1.9721, 8.1965, -1.3110], [1.4289, 9.7384, -3.1634], [1.4813, 2.5456, -7.8112], [2.0076, 2.9967, -6.6116], [1.6898, 4.3915, -6.4937], [1.1452, 4.7650, -7.6871], [1.0815, 3.6578, -8.5416], [1.6094, 1.5612, -8.2367], [2.3304, 2.2727, -5.8781], [1.8876, 5.0658, -5.6736], [1.0530, 5.7459, -7.9094], [0.7551, 3.7692, -9.5651], [6.1074, -0.4654, 1.9280], [4.9750, -0.2229, 1.1605], [4.6307, 1.1158, 1.3949], [5.5286, 1.6192, 2.3501], [6.4383, 0.6729, 2.6562], [6.6050, -1.4236, 1.9056], [4.5027, -0.9015, 0.4657], [3.8179, 1.6984, 0.9870], [5.5115, 2.5248, 2.7969], [7.2080, 0.8360, 3.3960], [0.9079, 3.8500, 7.4014], [-0.4593, 4.0281, 7.5700], [-1.1201, 3.1757, 6.6825], [-0.1439, 2.6261, 5.8078], [0.9798, 3.1407, 6.1868], [1.6963, 4.2451, 8.0249], [-0.9332, 4.5320, 8.3994], [-2.1451, 2.8374, 6.7194], [-0.1985, 2.1050, 4.9443], [1.9076, 2.8997, 5.6893], [2.6368, -3.0714, 5.3444], [3.3213, -2.0855, 6.0770], [2.6148, -1.8582, 7.1420], [1.5141, -2.7675, 7.1263], [1.6366, -3.6261, 6.0575], [2.9502, -3.5005, 4.4042], [4.2273, -1.6966, 5.6361], [2.6985, -1.1357, 7.9404], [0.7622, -2.9435, 7.7773], [0.9298, -4.4380, 5.9702], [-0.6473, -7.6073, -6.2546], [-0.0302, -6.5580, -5.5030], [-1.0320, -5.7022, -5.0658], [-2.2403, -6.3062, -5.4426], [-1.9793, -7.4310, -6.1333], [-0.0934, -8.3657, -6.7881], [1.0094, -6.3202, -5.6732], [-1.0171, -4.7617, -4.5353], [-3.1618, -5.9656, -5.2083], [-2.7419, -8.1693, -6.3330], [-0.0170, 0.4505, -1.7521], [-0.4090, 1.6829, -1.2041], [-0.6572, 1.7246, 0.1520], [-0.4854, 0.6678, 1.0006], [0.0981, -0.4024, 0.5029], [0.2979, -0.6428, -0.9060], [0.1639, 0.3222, -2.8091], [-0.6733, 2.5741, -1.7539], [-1.0607, 2.6199, 0.6015], [0.4577, -1.0391, 1.2977], [0.7966, -1.5537, -1.2026], [-6.9219, 0.8990, 0.4312], [-7.6890, 2.0345, 0.1467], [-7.4003, 3.2126, 0.8430], [-6.4400, 3.2957, 1.8318], [-5.8118, 2.1313, 2.1412], [-5.9614, 0.9437, 1.4030], [-7.1759, -0.0780, 0.0472], [-8.4837, 1.9873, -0.5831], [-7.9347, 4.1053, 0.5534], [-5.0154, 2.3308, 2.8429], [-5.3906, 0.0423, 1.5704]], "mulliken_charge": [-0.3085, -0.6057, -0.2058, -0.0033, -0.5160, 0.3621, 0.3554, 0.3645, 0.1904, 0.3629, -0.2904, -0.4288, -0.5525, -0.0321, -0.4345, 0.3739, 0.3994, 0.3964, 0.1962, 0.3762, -0.3721, -0.4343, -0.5176, -0.0341, -0.4053, 0.3675, 0.3843, 0.4110, 0.2286, 0.3715, -0.4937, -0.1746, -0.6132, 0.0093, -0.5124, 0.3709, 0.4227, 0.4077, 0.2079, 0.3789, -0.5049, -0.3332, -0.5285, 0.0309, -0.3837, 0.3664, 0.3632, 0.3673, 0.2200, 0.4000, -0.4375, -0.2359, -0.7373, -0.0197, -0.3329, 0.3849, 0.4422, 0.3834, 0.1960, 0.3554, -0.2726, -0.4398, -0.4998, -0.0092, -0.5060, 0.3895, 0.3814, 0.4091, 0.2010, 0.3505, -0.2447, -0.4879, -0.1841, -0.5135, -0.2486, -0.4441, 0.3926, 0.4261, 0.4428, 0.4677, 0.3910, -0.2118, -0.2963, -0.1939, -0.5161, -0.2639, -0.3602, 0.3509, 0.3469, 0.3600, 0.4305, 0.3537]}

***

{"formula": "C21H36P2SnTe", "method": "the ωB97M-V functional and the def2-TZVPD basis", "multiplicity": 1, "energy_ha": -1986.09670, "homo_lumo_gap_ev": [5.35, 5.46], "charge": 2, "homo_ha": [-0.42768, -0.42771], "e_lumo_ha": [-0.23094, -0.22711], "species": ["P", "P", "C", "C", "H", "H", "H", "H", "C", "H", "H", "H", "C", "H", "H", "H", "C", "H", "H", "H", "C", "H", "H", "H", "Sn", "C", "C", "C", "C", "C", "C", "C", "C", "C", "H", "H", "H", "H", "H", "H", "H", "H", "H", "H", "H", "H", "H", "H", "H", "Te", "C", "C", "C", "C", "C", "C", "H", "H", "H", "H", "H"], "coordinates": [[-0.3054, -1.8739, -2.9642], [-0.2416, 2.1995, -3.0665], [-0.6537, -0.4545, -4.0404], [0.3259, 0.7388, -3.9824], [-1.7052, -0.1596, -3.8929], [-0.6130, -0.8721, -5.0628], [1.3293, 0.4515, -3.6162], [0.4696, 1.1004, -5.0123], [-1.8491, 2.6961, -3.7031], [-2.3215, 3.3989, -3.0021], [-2.5093, 1.8332, -3.8657], [-1.6790, 3.2082, -4.6630], [0.9080, 3.5301, -3.4338], [0.6308, 3.9655, -4.4070], [1.9369, 3.1418, -3.4838], [0.8425, 4.3003, -2.6528], [-1.6823, -3.0165, -3.0945], [-1.7016, -3.6842, -2.2223], [-1.5421, -3.6145, -4.0081], [-2.6251, -2.4578, -3.1635], [1.0694, -2.6955, -3.8196], [1.8847, -1.9872, -4.0257], [0.6925, -3.0857, -4.7763], [1.4591, -3.5248, -3.2141], [-1.4588, -0.0435, 3.0003], [1.0860, 1.9048, -0.8608], [-0.2926, 1.8508, -1.3378], [-1.2486, 0.6341, -1.0216], [-0.7464, -0.6810, -0.4291], [0.1946, -1.6176, -1.2835], [1.6448, -1.4673, -1.1809], [2.4060, -0.2593, -1.0226], [1.8211, 0.9038, -0.1275], [-0.3163, -1.6847, 3.9525], [1.5976, 2.8609, -1.0233], [-0.7975, 2.7643, -0.9525], [-1.8613, 0.4024, -1.9095], [-1.9923, 1.0414, -0.3117], [-0.3131, -0.5531, 0.5772], [-1.6643, -1.2627, -0.2227], [0.0011, -2.6350, -0.8788], [2.2093, -2.3966, -1.2690], [2.6644, 0.1820, -2.0103], [3.3813, -0.5630, -0.5958], [1.2644, 0.4807, 0.7204], [2.7015, 1.4166, 0.3067], [0.6788, -1.3390, 4.2625], [-0.2469, -2.4890, 3.2041], [-0.8941, -2.0104, 4.8308], [0.2711, 1.7480, 4.1172], [-0.0100, 0.9256, 6.0475], [-1.3056, 0.6655, 6.5249], [-1.4587, -0.2386, 7.5831], [-0.3424, -0.7809, 8.2238], [0.9449, -0.4190, 7.8131], [1.1281, 0.4691, 6.7457], [-2.1584, 1.1275, 6.0262], [-2.4659, -0.5233, 7.9008], [-0.4728, -1.4907, 9.0509], [1.8186, -0.8368, 8.3176], [2.1127, 0.7759, 6.4053]], "mulliken_charge": [0.7884, 0.4863, -1.0704, -1.0115, 0.5589, 0.6696, 0.3936, 0.5997, -1.2007, 0.4428, 0.3886, 0.4416, -1.4133, 0.4635, 0.4675, 0.4359, -1.3515, 0.4104, 0.4493, 0.4368, -1.5097, 0.4201, 0.5164, 0.4576, 0.4291, -1.5663, 1.1060, -1.0504, -1.1304, 1.0177, -1.6121, -0.6576, -0.4732, -1.2668, 0.3655, 0.7558, 0.5080, 0.3928, -0.3016, 0.6396, 0.6782, 0.5153, 0.2669, 0.5312, 0.0674, 0.5225, 0.3439, 0.4007, 0.3363, 0.0416, -0.0952, -0.4266, -0.3423, -0.4469, -0.3308, -0.5297, 0.5383, 0.3723, 0.3798, 0.3741, 0.3771]}

***

Relative energy (zero: lowest compared OMol25 entry of this formula, charge and spin) / kcal per mole: 1.17; 0.00; 77.46; 0.00